This record from OMol25 describes a 3-piece molecular cluster, C4H17N2O2 overall in a non-equilibrium geometry. The level of theory is ωB97M-V with the def2-TZVPD basis set.

Properties
Energy above the lowest of the compared OMol25 structures with the same formula, charge and spin ... 128.0 kJ/mol
Energy ... -422.343939 a.u.
Net charge ... +1
Orbital gap ... 11.14 eV

Each line ends with the Mulliken charge.
Atoms and positions in Å:
C (1.016, -1.044, 0.238)  -0.54
N (0.989, -1.889, -0.930)  -0.53
C (-0.317, -0.368, 0.647)  -0.72
N (-1.046, -0.119, -0.641)  -0.17
C (-0.673, 1.109, -1.405)  -0.21
C (-1.892, 1.682, -2.132)  -1.25
H (1.513, -1.463, 1.113)  0.36
H (1.507, -0.119, -0.020)  0.43
H (0.912, -2.838, -0.654)  0.21
H (1.825, -1.785, -1.466)  0.22
H (-0.975, -0.975, 1.270)  0.41
H (-0.019, 0.528, 1.179)  0.25
H (-1.014, -0.967, -1.220)  0.44
H (-2.022, -0.047, -0.352)  0.42
H (0.147, 0.833, -2.068)  0.34
H (-0.207, 1.826, -0.764)  0.22
H (-2.290, 2.485, -1.514)  0.37
H (-1.501, 2.196, -3.005)  0.36
H (-2.601, 0.914, -2.406)  0.38
H (0.072, -1.917, 3.776)  0.32
H (-0.307, -3.472, 3.653)  0.32
O (0.260, -2.755, 3.356)  -0.62
H (2.293, 2.301, 1.742)  0.31
H (2.476, 3.282, 0.661)  0.29
O (1.855, 2.603, 0.942)  -0.59